Formula: C3H26NO10
Source: the Open Molecules 2025 dataset
Level of theory: wB97M-V/def2-TZVPD

The geometry in XYZ format:
```
40
C3H26NO10 wB97M-V/def2-TZVPD
O -0.0456 -0.6843 -0.3236
C 0.1371 -1.1396 0.7619
C -0.9160 -1.4044 1.8628
N -1.4674 -0.0371 2.3441
C -2.1065 -0.0665 3.6430
H 1.1513 -1.3292 1.1622
H -1.7095 -1.7785 1.1783
H -0.5197 -1.9907 2.6687
H -0.6118 0.5222 2.4316
H -2.2102 0.2014 1.6405
H -1.7487 -0.7550 4.4069
H -3.1454 -0.4597 3.6241
H -2.2420 0.8970 4.1331
H 4.1604 -1.8370 0.8573
H 4.7546 -1.8493 -0.4802
O 4.1104 -1.3272 0.0180
H 2.7383 -0.5429 -3.7271
H 1.7901 -1.4543 -4.5961
O 1.8222 -0.8090 -3.8848
H -3.1171 2.1003 -2.0405
H -2.3818 0.7451 -1.9400
O -3.2101 1.1973 -1.7161
H 0.2082 -4.1322 -0.3987
H 1.2820 -3.6925 0.7359
O 0.6179 -3.4222 0.0890
H 0.1673 1.7931 0.4907
H 0.2298 3.1003 1.4270
O -0.0010 2.1719 1.3590
H 0.2804 0.1331 -1.8749
H 0.5137 0.4894 -3.2195
O -0.1998 0.6232 -2.5608
H -3.4649 2.0230 0.8398
H -3.4269 0.8601 -0.0299
O -3.5323 1.0706 0.9391
H 4.4464 0.2931 -1.4403
H 3.1693 0.9852 -1.7617
O 3.9116 0.5271 -2.2074
H -0.2341 3.5728 -1.7839
H 0.8314 2.5509 -1.4518
O -0.0321 2.8547 -1.1757
```

Summary:
E_tot, Ha: -936.77255
Net charge: +1
E_LUMO, eV: -2.812
Relative energy (zero: lowest compared OMol25 entry of this formula, charge and spin), kJ/mol: 242.71
Maximum force, eV Å⁻¹: 3.6